Model 1:
One molecule with the formula C3H4N2S, computed with the ωB97M-V functional and the def2-TZVPD basis.

The SMILES is [H]/N=c1\c(=S)n1C. Its charge is 0. Its LUMO energy is 0.01296 hartree. The multiplicity is 1. For the HOMO-LUMO gap, the calculation gives 9.20 eV.

Atoms and positions in Å:
H -0.030 3.128 0.564
N 0.440 2.223 0.488
C -0.250 1.213 0.100
C -1.317 0.201 -0.242
S -2.741 -0.561 -0.523
N -0.013 -0.114 -0.151
C 0.830 -1.284 -0.065
H 0.476 -1.929 0.656
H 0.752 -1.846 -1.126
H 1.853 -1.030 0.298



Model 2:
One molecule with the formula C3H4N2S, computed with the ωB97M-V functional and the def2-TZVPD basis.

Its charge is 0. Its LUMO energy (spin up / spin down) is -0.02557 / -0.02556 hartree. The multiplicity is 1. For the HOMO-LUMO gap (spin up / spin down), the calculation gives 7.57 / 7.57 eV.

Atoms and positions in Å:
C -1.112 -0.937 -0.361
C 0.256 1.788 -0.219
C 1.116 -0.433 0.397
N 0.085 -1.226 -0.106
N 1.066 0.999 -0.131
S -2.128 0.374 0.157
H -1.731 -1.692 -0.984
H -0.718 2.205 -0.158
H 1.022 -0.415 1.451
H 2.143 -0.663 -0.046



Model 3:
One molecule with the formula C3H4N2S, computed with the ωB97M-V functional and the def2-TZVPD basis.

The SMILES is C=NSCC#N. Its charge is 0. Its LUMO energy is 0.00705 hartree. The multiplicity is 1. For the HOMO-LUMO gap, the calculation gives 9.47 eV.

Atoms and positions in Å:
C -2.485 -0.304 0.103
N -1.344 0.310 -0.082
S 0.006 -0.791 -0.264
C 1.314 0.476 -0.247
C 2.484 -0.250 -0.191
N 3.697 -0.474 0.236
H -3.318 0.291 0.633
H -2.701 -1.436 0.098
H 1.350 0.906 0.699
H 0.997 1.272 -0.985



Model 4:
One molecule with the formula C3H4N2S, computed with the ωB97M-V functional and the def2-TZVPD basis.

The SMILES is SC1C=NN=C1. Its charge is 0. Its LUMO energy is -0.00116 hartree. The multiplicity is 1. For the HOMO-LUMO gap, the calculation gives 9.63 eV.

Atoms and positions in Å:
S 2.084 0.008 -0.283
C 0.420 -0.011 0.496
C -0.502 -1.112 0.098
N -1.602 -0.714 -0.430
N -1.641 0.719 -0.389
C -0.506 1.149 0.060
H 1.593 -0.085 -1.538
H 0.582 0.046 1.577
H -0.284 -2.149 0.232
H -0.142 2.149 0.178



On energetic grounds, model 4 is preferred over the next structure by 0.969 eV.



Model 1:
A 2-piece molecular cluster, C3H7NO2S overall, computed with the ωB97M-V functional and the def2-TZVPD basis.

Its charge is 0. Its LUMO energy is -0.01539 hartree. The multiplicity is 1. For the HOMO-LUMO gap, the calculation gives 9.40 eV.

Atoms and positions in Å:
C 0.215 0.195 0.179
C -0.391 1.155 1.145
C 0.319 -1.017 -1.878
N -0.340 -0.174 -0.874
O -1.985 2.787 -0.785
O -3.517 0.825 -0.952
S -2.410 1.572 -1.491
H 1.148 -0.099 0.489
H -0.702 0.715 2.036
H -1.287 1.537 0.552
H 0.370 1.857 1.341
H -0.346 -1.844 -2.195
H 0.545 -0.279 -2.687
H 1.283 -1.628 -1.639



Model 2:
One molecule with the formula C3H7NO2S, computed with the ωB97M-V functional and the def2-TZVPD basis.

The SMILES is O=C(CCO)NS. Its charge is 0. Its LUMO energy is 0.02362 hartree. The multiplicity is 1. For the HOMO-LUMO gap, the calculation gives 10.18 eV.

Atoms and positions in Å:
O 0.538 0.350 -2.169
C 0.064 -0.263 -1.208
C 0.874 -0.572 0.017
C 0.996 0.664 0.867
O -0.355 1.049 1.243
N -1.220 -0.708 -1.306
S -2.149 -1.431 -0.073
H 1.848 -0.844 -0.331
H 0.494 -1.388 0.638
H 1.699 0.475 1.722
H 1.444 1.455 0.258
H -0.220 1.933 1.619
H -1.719 -0.305 -2.080
H -2.294 -0.415 0.804



Model 3:
C3H7NO2S as an isolated structure, computed with the ωB97M-V functional and the def2-TZVPD basis.

Its charge is 0. Its LUMO energy is 0.01416 hartree. The multiplicity is 1. For the HOMO-LUMO gap, the calculation gives 8.30 eV.

Atoms and positions in Å:
C 0.625 0.241 -0.532
C -1.962 0.394 1.083
C -0.739 -0.361 -0.768
N 1.217 1.105 0.090
O 3.488 -0.934 -1.152
O -1.768 0.498 -0.309
S 2.020 -1.677 -0.882
H -2.756 1.103 1.429
H -1.154 0.509 1.878
H -2.625 -0.509 1.213
H -0.877 -1.346 -0.292
H -0.726 -0.519 -1.922
H 1.440 1.870 0.653
H 3.817 -0.376 -0.490



Model 4:
One molecule with the formula C3H7NO2S, computed with the ωB97M-V functional and the def2-TZVPD basis.

The SMILES is O=C(O)NCCS. Its charge is 0. Its LUMO energy is -0.00616 hartree. The multiplicity is 1. For the HOMO-LUMO gap, the calculation gives 9.00 eV.

Atoms and positions in Å:
O -1.552 2.070 0.088
C -1.355 1.234 -0.809
O -2.388 0.807 -1.759
N -0.266 0.430 -0.624
C 0.701 0.452 0.491
C 0.685 -0.875 1.222
S 1.823 -2.227 0.337
H -3.120 1.119 -1.232
H -0.099 -0.222 -1.397
H 0.478 1.275 1.153
H 1.622 0.867 0.087
H -0.207 -1.508 1.203
H 1.258 -0.843 2.156
H 2.420 -2.579 -0.915



On energetic grounds, model 2 is preferred over the next structure by 1.437 eV.



Model 1:
One molecule with the formula C3H7NO2S, computed with the ωB97M-V functional and the def2-TZVPD basis.

Its charge is 0. Its LUMO energy is 0.02373 hartree. The multiplicity is 1. For the HOMO-LUMO gap, the calculation gives 9.44 eV.

Atoms and positions in Å:
C 1.015 -0.441 -0.210
C 0.908 1.065 0.022
C -0.002 -1.155 0.537
N -1.670 0.698 -0.923
O -0.456 -0.844 1.624
O -0.292 -2.399 0.141
S -0.741 1.832 -0.423
H 0.781 -0.644 -1.351
H 2.070 -0.779 0.239
H 1.155 1.016 1.113
H 1.578 1.745 -0.580
H -2.224 0.814 -1.737
H -1.098 1.726 0.880
H -1.025 -2.635 0.667



Model 2:
One molecule with the formula C3H7NO2S, computed with the ωB97M-V functional and the def2-TZVPD basis.

The SMILES is [H]/N=C\O[S@](=C)(C)=O. Its charge is 0. Its LUMO energy is 0.01838 hartree. The multiplicity is 1. For the HOMO-LUMO gap, the calculation gives 9.06 eV.

Atoms and positions in Å:
H 0.653 0.357 2.507
N -0.177 -0.213 2.907
C -1.007 -0.135 1.981
O -0.508 0.463 0.835
S -0.170 -0.242 -0.614
C 1.199 -1.251 -0.712
C -0.049 1.259 -1.616
O -1.364 -0.929 -1.021
H -1.883 -0.764 1.902
H 1.062 -2.349 -0.663
H 2.078 -0.872 -0.086
H -0.662 2.000 -1.056
H 1.012 1.619 -1.612
H -0.184 1.057 -2.751



On energetic grounds, model 1 is preferred over the next structure by 1.835 eV.



Model 1:
A 2-piece molecular cluster, C4H12OS2 overall, computed with the ωB97M-V functional and the def2-TZVPD basis.

The SMILES is CCCSSC.O. Its charge is 0. Its LUMO energy is 0.02477 hartree. The multiplicity is 1. For the HOMO-LUMO gap, the calculation gives 9.27 eV.

Atoms and positions in Å:
C 1.953 -0.326 2.810
C 2.001 -0.096 1.265
C 1.256 -1.144 0.343
S 0.810 -0.603 -1.307
S -0.522 0.863 -0.852
C -2.108 0.158 -0.381
H 2.581 0.413 3.336
H 2.187 -1.330 3.203
H 0.894 -0.103 3.023
H 1.507 0.887 1.144
H 2.995 -0.034 0.781
H 1.812 -2.087 0.177
H 0.258 -1.408 0.743
H -1.973 -0.698 0.301
H -2.687 -0.178 -1.257
H -2.684 0.939 0.143
O -2.661 1.843 -4.203
H -2.548 1.947 -5.175
H -3.072 0.956 -4.094



Model 2:
A 2-piece molecular cluster, C4H12OS2 overall, computed with the ωB97M-V functional and the def2-TZVPD basis.

The SMILES is CCSSCC.O. Its charge is 0. Its LUMO energy is 0.02601 hartree. The multiplicity is 1. For the HOMO-LUMO gap, the calculation gives 8.95 eV.

Atoms and positions in Å:
C 2.969 -1.064 -0.393
C 2.544 -0.365 0.901
S 0.890 0.293 1.023
S 0.581 1.696 -0.340
C -0.842 0.929 -1.324
C -1.013 1.651 -2.649
H 3.204 -0.477 -1.342
H 2.467 -1.938 -0.650
H 4.055 -1.288 -0.264
H 3.437 0.253 1.188
H 2.445 -0.794 1.836
H -0.506 -0.126 -1.530
H -1.726 1.016 -0.706
H -1.984 1.695 -3.130
H -0.366 1.087 -3.323
H -0.753 2.730 -2.536
O -5.559 -4.147 2.133
H -6.017 -4.404 1.340
H -5.283 -3.292 1.913



Model 3:
A 2-piece molecular cluster, C4H12OS2 overall, computed with the ωB97M-V functional and the def2-TZVPD basis.

The SMILES is CCCSSC.O. Its charge is 0. Its LUMO energy is 0.02614 hartree. The multiplicity is 1. For the HOMO-LUMO gap, the calculation gives 8.84 eV.

Atoms and positions in Å:
C -0.730 1.974 -1.701
C -1.417 1.933 -0.343
C -0.601 1.286 0.785
S 0.236 -0.232 0.226
S 0.353 -1.255 2.041
C 2.017 -1.959 1.871
H -0.533 0.943 -2.027
H 0.203 2.533 -1.689
H -1.394 2.429 -2.440
H -2.382 1.443 -0.452
H -1.629 2.952 -0.010
H -1.286 0.956 1.559
H 0.091 1.991 1.221
H 2.780 -1.272 2.221
H 2.176 -2.270 0.846
H 2.001 -2.832 2.514
O 0.321 -3.133 -1.481
H 0.154 -2.639 -2.288
H -0.362 -2.847 -0.853



Model 4:
A 2-piece molecular cluster, C4H12OS2 overall, computed with the ωB97M-V functional and the def2-TZVPD basis.

The SMILES is CCCSSC.O. Its charge is 0. Its LUMO energy is 0.02343 hartree. The multiplicity is 1. For the HOMO-LUMO gap, the calculation gives 9.12 eV.

Atoms and positions in Å:
C 0.746 3.411 -0.406
C 1.044 2.162 -1.356
C 0.384 0.891 -0.854
S 0.922 -0.597 -1.743
S -0.097 -2.040 -0.808
C 0.670 -2.288 0.830
H 0.772 3.058 0.639
H -0.237 3.875 -0.597
H 1.528 4.176 -0.539
H 0.799 2.476 -2.389
H 2.142 2.034 -1.295
H -0.700 1.003 -1.050
H 0.513 0.707 0.230
H 1.764 -2.290 0.689
H 0.368 -3.266 1.242
H 0.411 -1.503 1.559
O -3.599 -4.138 1.611
H -4.108 -3.302 1.712
H -3.320 -4.371 2.525



On energetic grounds, model 3 is preferred over the next structure by 0.118 eV.



Model 1:
A 2-piece molecular cluster, C4H12OS2 overall, computed with the ωB97M-V functional and the def2-TZVPD basis.

The SMILES is CCCSSC.O. Its charge is 0. Its LUMO energy is 0.01271 hartree. The multiplicity is 1. For the HOMO-LUMO gap, the calculation gives 9.24 eV.

Atoms and positions in Å:
C 1.334 -1.252 -2.145
C 1.244 0.281 -2.156
C 1.551 0.934 -0.796
S 0.862 -0.041 0.630
S -1.250 0.192 0.119
C -1.524 1.937 0.656
H 2.242 -1.470 -1.536
H 1.590 -1.531 -3.148
H 0.418 -1.576 -1.769
H 0.273 0.552 -2.418
H 2.119 0.491 -2.877
H 1.034 1.922 -0.717
H 2.540 0.953 -0.347
H -0.464 2.225 0.646
H -2.116 1.906 1.655
H -1.987 2.613 -0.054
O -1.529 -1.930 2.627
H -1.913 -2.766 2.400
H -0.924 -1.696 1.821



Model 2:
A 2-piece molecular cluster, C4H12OS2 overall, computed with the ωB97M-V functional and the def2-TZVPD basis.

The SMILES is CCSSCC.O. Its charge is 0. Its LUMO energy is 0.02307 hartree. The multiplicity is 1. For the HOMO-LUMO gap, the calculation gives 8.24 eV.

Atoms and positions in Å:
C -2.578 -0.488 -0.381
C -1.795 0.410 -1.340
S -0.014 0.304 -1.115
S 0.183 0.551 0.954
C 1.974 0.824 0.851
C 2.783 1.313 2.070
H -2.911 0.064 0.490
H -2.014 -1.387 -0.127
H -3.349 -1.043 -0.927
H -2.173 1.428 -1.350
H -1.888 -0.023 -2.341
H 2.414 -0.139 0.587
H 2.057 1.555 0.049
H 2.496 0.892 3.027
H 2.667 2.397 2.130
H 3.806 1.059 1.804
O -0.389 -3.275 -0.884
H -0.699 -3.079 -1.760
H 0.000 -4.127 -0.865



On energetic grounds, model 2 is preferred over the next structure by 0.675 eV.



Model 1:
One molecule with the formula CH4N2OS, computed with the ωB97M-V functional and the def2-TZVPD basis.

The SMILES is NC(=O)NS. Its charge is 0. Its LUMO energy is 0.02558 hartree. The multiplicity is 1. For the HOMO-LUMO gap, the calculation gives 10.50 eV.

Atoms and positions in Å:
N -1.353 0.024 0.194
C -0.291 0.727 -0.244
O -0.398 1.916 -0.520
N 0.971 0.141 -0.235
S 1.248 -1.481 0.092
H -1.356 -1.009 0.140
H -2.223 0.490 0.102
H 1.641 0.574 -0.863
H 1.761 -1.382 1.333



Model 2:
A 2-piece molecular cluster, CH4N2OS overall, computed with the ωB97M-V functional and the def2-TZVPD basis.

Its charge is 0. Its LUMO energy (spin up / spin down) is -0.00115 / -0.01597 hartree. The multiplicity is 1. For the HOMO-LUMO gap (spin up / spin down), the calculation gives 7.87 / 7.17 eV.

Atoms and positions in Å:
C -1.201 -1.268 0.011
N -1.804 -0.310 -0.365
N 1.610 1.451 0.216
O 1.594 0.275 -0.643
S 1.478 -1.120 0.201
H -1.225 -2.360 0.278
H -2.777 -0.032 -0.388
H 1.108 2.037 -0.413
H 1.217 1.328 1.102



On energetic grounds, model 1 is preferred over the next structure by 6.142 eV.



Model 1:
A 2-piece molecular cluster, CH4N2OS overall, computed with the ωB97M-V functional and the def2-TZVPD basis.

The SMILES is N=C=O.NS. Its charge is 0. Its LUMO energy is 0.02684 hartree. The multiplicity is 1. For the HOMO-LUMO gap, the calculation gives 9.85 eV.

Atoms and positions in Å:
N 2.251 1.094 -1.687
C 1.278 0.475 -1.976
O 0.248 0.060 -2.293
H 3.187 0.901 -1.416
N -1.515 -0.879 1.914
S -1.056 0.355 0.793
H -0.914 -0.820 2.729
H -2.478 -0.732 2.204
H -1.001 -0.454 -0.268



Model 2:
One molecule with the formula CH4N2OS, computed with the ωB97M-V functional and the def2-TZVPD basis.

The SMILES is O/N=C\NS. Its charge is 0. Its LUMO energy is 0.01707 hartree. The multiplicity is 1. For the HOMO-LUMO gap, the calculation gives 9.30 eV.

Atoms and positions in Å:
O 1.408 -1.450 -0.070
N 1.671 -0.100 -0.202
C 0.745 0.796 -0.197
N -0.648 0.714 -0.035
S -1.612 -0.661 -0.265
H 0.429 -1.638 -0.155
H 1.106 1.766 -0.188
H -1.181 1.535 0.113
H -1.917 -0.962 1.000



On energetic grounds, model 1 is preferred over the next structure by 2.122 eV.



Model 1:
One molecule with the formula CH4N2OS, computed with the ωB97M-V functional and the def2-TZVPD basis.

Its charge is 0. Its LUMO energy is 0.02419 hartree. The multiplicity is 1. For the HOMO-LUMO gap, the calculation gives 9.21 eV.

Atoms and positions in Å:
C -0.177 -0.202 -0.034
N -0.579 0.404 1.612
N 0.977 0.353 -0.592
O -0.359 -1.688 -1.962
S -1.115 -1.289 -0.720
H -1.562 0.455 1.605
H -0.219 1.382 1.536
H 1.698 0.816 -0.158
H 1.337 -0.231 -1.288



Model 2:
One molecule with the formula CH4N2OS, computed with the ωB97M-V functional and the def2-TZVPD basis.

The SMILES is CN[N+]([O-])=S. Its charge is 0. Its LUMO energy (spin up / spin down) is -0.01906 / -0.01911 hartree. The multiplicity is 1. For the HOMO-LUMO gap (spin up / spin down), the calculation gives 8.99 / 8.99 eV.

Atoms and positions in Å:
C 0.833 0.824 0.003
N -0.533 0.366 -0.042
N -0.748 -1.131 0.248
O 0.084 -1.739 0.863
S -2.143 -1.579 -0.312
H 0.956 1.565 -0.808
H 1.061 1.345 0.988
H 1.580 -0.115 -0.109
H -1.090 0.464 -0.831



On energetic grounds, model 1 is preferred over the next structure by 1.182 eV.